(1)
The following is a DFT calculation (ωB97M-V with the def2-TZVPD basis set) of a cluster of 9 separate species, C48H117N4O18P3 in total.

Structure (XYZ):
```
190
C48H117N4O18P3 | the OMol25 dataset | ωB97M-V with the def2-TZVPD basis set
P -2.47 -4.93 -3.30
P -0.89 7.12 -0.12
P 4.57 -5.79 0.71
O -2.04 5.98 -0.52
O -1.97 -5.36 -1.80
O -1.27 -3.92 -3.96
O 2.98 4.22 -2.12
O -0.40 6.47 1.33
O -1.86 8.35 0.29
O 4.52 -4.44 -0.18
O 5.10 -6.92 -0.31
O 2.93 5.03 -4.21
O 0.15 7.39 -1.17
O 0.48 0.10 1.66
O 0.12 -0.55 -0.38
O -3.88 -4.55 -3.48
O 5.46 -5.67 1.94
O 2.97 -6.10 1.03
O -2.13 -6.35 -4.06
O 4.52 3.59 -3.72
O 1.71 0.98 0.23
N -4.65 1.08 -1.32
N 1.49 0.49 -4.43
N 3.42 3.26 4.49
N -3.26 -2.33 5.26
C 5.78 -7.98 0.24
C -1.15 -3.54 5.16
C -4.10 -1.30 5.94
C 3.43 1.82 6.37
C 2.00 -6.66 0.07
C -1.32 -3.91 -5.42
C -0.66 3.82 -0.50
C -4.79 -4.45 4.82
C 4.77 -8.83 0.94
C 4.70 -3.18 0.62
C -1.78 4.70 -1.08
C -4.53 0.68 1.16
C -1.43 6.01 2.22
C -0.81 10.27 1.27
C -0.48 -7.38 -5.55
C 3.05 3.21 5.94
C -0.66 -0.62 2.18
C 1.74 5.82 -3.91
C -4.30 -0.32 -1.70
C 1.04 2.80 3.86
C 1.98 1.38 -1.09
C -1.03 6.46 3.69
C -1.76 -2.53 -6.03
C 0.07 2.45 -4.25
C -0.91 -7.07 -4.08
C 2.55 -1.63 -3.68
C 2.46 0.84 -6.79
C -6.58 2.70 -1.15
C -2.16 -2.84 6.06
C 1.41 -0.98 -4.57
C -4.72 -0.33 4.91
C -4.00 -3.19 4.31
C 4.68 4.08 4.18
C 0.16 0.97 -4.67
C -2.75 -0.58 -1.58
C 4.66 5.58 4.62
C 2.56 1.03 -5.26
C -2.10 -4.34 -0.86
C 3.40 4.30 -3.25
C -6.06 1.26 -1.44
C 1.40 -5.51 -0.78
C 3.31 -2.57 0.72
C -1.97 -4.73 0.68
C 0.71 0.11 0.43
C 5.15 2.61 -3.03
C 2.28 3.69 3.65
C -1.46 9.70 0.01
C -4.12 1.51 -0.03
H 2.64 -2.80 -0.10
H 4.10 -8.29 1.62
H -0.10 -6.44 -3.71
H 1.16 -4.66 -0.14
H 6.61 -7.63 0.85
H -2.20 10.45 -0.25
H 0.47 2.96 4.78
H -1.26 -1.74 -5.48
H -2.85 -2.52 -5.91
H 2.68 0.68 -1.54
H 3.74 5.97 5.05
H 0.97 5.06 -3.82
H 0.37 4.09 -0.76
H 3.01 0.97 5.83
H 5.49 3.59 4.72
H -0.23 0.89 -5.68
H -1.48 4.74 -2.13
H 2.57 -0.23 -7.01
H 4.51 1.70 6.25
H -1.38 4.92 2.16
H 0.31 3.06 3.09
H 4.07 -9.23 0.21
H -0.25 -3.93 -5.66
H 0.33 -8.12 -5.52
H 1.21 1.73 3.81
H -0.15 -6.47 -6.07
H -2.71 -5.42 1.08
H 2.23 -5.16 -1.40
H -3.61 -0.78 6.76
H -0.99 -5.04 1.05
H -1.70 -4.76 -6.00
H 2.01 3.41 6.20
H -4.82 -1.05 -1.08
H -6.40 0.95 -2.43
H 3.63 3.90 6.56
H 3.56 -1.50 -4.08
H 3.30 1.72 7.45
H -1.64 10.40 1.96
H -0.97 2.78 -4.32
H -0.72 2.77 -0.76
H -4.21 1.21 2.06
H -0.77 3.78 0.58
H -6.00 3.41 -1.74
H 2.66 2.10 -5.06
H 4.71 1.61 -3.06
H -2.35 -1.50 -2.00
H -0.81 -2.88 4.36
H -3.32 -3.65 3.59
H -2.46 6.30 2.00
H 6.14 2.53 -3.48
H -1.48 -3.53 -1.26
H -1.17 -8.05 -6.06
H -1.62 -2.42 -7.10
H 0.44 2.61 -3.24
H -2.52 -0.59 -0.51
H 4.97 3.95 3.14
H -0.67 9.76 -0.74
H 2.44 3.67 2.57
H -3.97 -0.13 4.14
H -0.81 -1.46 1.51
H -6.46 2.91 -0.09
H 4.90 6.11 3.69
H -1.62 -0.16 2.40
H 1.14 -7.11 0.58
H -2.75 4.20 -1.05
H -4.92 -1.82 6.43
H -4.63 -0.50 -2.72
H -0.20 7.16 3.70
H 0.47 -1.38 -4.19
H -5.36 -4.84 3.98
H 1.78 6.57 -3.13
H -6.61 0.63 -0.73
H 2.46 2.35 -1.17
H 0.59 3.10 -4.96
H 2.20 4.76 3.85
H -4.16 -5.14 5.37
H -0.10 9.53 1.64
H -0.34 -3.88 5.80
H 5.46 5.78 5.34
H -5.60 -0.75 4.42
H 1.50 1.09 -7.23
H -0.25 11.18 1.05
H 5.12 -9.79 1.33
H 2.32 -2.70 -3.64
H -4.32 2.57 0.15
H -1.45 -4.46 4.65
H -1.96 -3.78 1.21
H -4.02 -0.28 1.21
H -5.54 -4.12 5.54
H -3.04 1.48 -0.12
H -2.66 -3.53 6.74
H 3.15 -1.50 0.86
H 5.39 -2.59 0.01
H 5.22 2.90 -1.98
H -5.58 0.40 1.25
H -0.61 5.65 4.28
H -0.36 -1.17 3.07
H 0.50 -5.81 -1.31
H -1.92 6.84 4.19
H 2.47 -1.27 -2.66
H 6.33 -8.42 -0.59
H -1.02 -8.03 -3.56
H -7.62 2.66 -1.49
H -1.58 -2.13 6.65
H 1.29 -1.36 -5.59
H -4.61 -2.47 3.75
H 3.50 0.60 -4.93
H -3.13 -4.06 -1.06
H 3.27 1.31 -7.35
H -4.88 0.51 5.59
H -2.14 0.29 -1.84
H 2.92 -3.02 1.64
H 0.99 1.39 -1.56
H -0.65 0.39 -4.23
H 2.33 -7.55 -0.47
H 5.25 -3.31 1.55
H 1.52 6.39 -4.82
```

multiplicity = 2
expectation value of S² = 0.75
total energy = -122348.71414 eV
E_HOMO (spin up / spin down) = -0.349 / -0.349 hartree
F_max = 6.48 eV/Å
total charge = +1

=====

(2)
The following is a DFT calculation (ωB97M-V with the def2-TZVPD basis set) of a cluster of 2 separate species, C5H8BF6N3O9S2 in total.

Structure (XYZ):
```
34
C5H8BF6N3O9S2 | the OMol25 dataset | ωB97M-V with the def2-TZVPD basis set
S -2.87 -4.17 -3.22
S -1.53 -3.10 -1.27
F -2.76 1.20 4.15
F 2.59 -0.20 -2.05
F -0.10 -3.40 -0.61
F 3.65 -1.76 -0.41
F 1.98 -2.51 -1.97
F -3.99 -4.43 -2.10
O 1.26 4.85 0.67
O -1.36 -1.70 -1.64
O -1.74 3.24 3.18
O 1.34 -1.16 -0.12
O -2.06 1.20 0.81
O -2.40 -3.35 -0.12
O 2.14 2.93 2.06
O -3.31 -2.92 -3.82
O -3.05 -5.34 -4.07
N 0.31 1.01 0.22
N -0.61 1.01 2.77
N -1.52 -4.17 -2.41
C 2.41 -1.34 -1.12
C 1.49 0.13 0.61
C -0.78 1.09 1.27
C 0.74 2.39 -0.30
C -1.71 1.90 3.34
B 1.39 3.36 0.86
H 1.39 2.32 -1.28
H -0.28 2.91 -0.64
H 0.29 1.41 3.10
H 2.54 0.62 0.37
H 1.53 -0.15 1.75
H 2.97 2.43 1.73
H -0.13 0.53 -0.62
H 2.20 5.17 0.90
```

total energy = -66857.08991 eV
E_HOMO = -0.333 hartree
F_max = 10.35 eV/Å
ΔE to the lowest compared entry with this formula, charge and spin = 419.3 kJ/mol

=====

(3)
The following is a DFT calculation (ωB97M-V with the def2-TZVPD basis set) of a structure of composition C30H50As2ClF6IrO3P.

Structure (XYZ):
```
94
C30H50As2ClF6IrO3P | the OMol25 dataset | ωB97M-V with the def2-TZVPD basis set
Ir 0.41 0.10 1.00
As 1.55 2.12 0.68
As 1.35 -1.28 3.66
Cl -3.89 5.88 6.39
P 0.51 -1.20 -0.90
F 0.49 -1.71 5.04
F -0.01 -1.69 2.58
F 2.75 -0.69 4.41
F 0.69 0.33 3.64
F 2.03 -2.81 3.40
F 2.06 -0.73 1.98
O -1.32 0.87 0.25
O -3.39 3.34 1.26
O -1.33 1.56 2.34
C -1.29 -4.57 -1.19
C -3.76 5.88 3.72
C -1.14 -2.03 -0.91
C -2.59 -4.66 -0.39
C 4.35 -2.82 -0.97
C 1.46 0.88 -2.66
C -3.70 6.04 1.22
C -2.96 -3.30 0.24
C 1.02 1.78 -3.83
C 3.86 -4.26 -1.08
C 1.84 -2.44 -0.90
C 0.56 3.42 -0.33
C 2.80 -4.55 0.00
C 3.21 -1.81 -1.24
C 1.03 -0.45 -4.99
C 1.99 -3.30 0.36
C 1.74 2.81 2.46
C -1.71 -2.45 0.46
C 0.49 -0.28 -2.50
C -1.90 1.44 1.26
C -3.32 1.92 1.04
C -3.73 5.12 4.90
C -3.57 3.71 4.86
C -3.64 5.28 2.50
C 3.37 2.15 0.04
C -1.19 -3.23 -1.91
C 0.43 0.95 -4.99
C 0.58 -1.22 -3.74
C -3.44 3.07 3.67
C -3.48 3.84 2.47
H -1.24 -5.38 -1.92
H -3.40 -5.00 -1.04
H -4.00 1.40 1.71
H -0.99 -3.03 1.04
H -1.95 -1.57 1.06
H 4.78 -2.65 0.02
H 1.23 4.25 -0.57
H 4.69 -4.95 -0.99
H -3.63 1.76 0.01
H 2.45 2.20 3.02
H 1.53 -3.10 -1.72
H 3.29 -4.92 0.90
H -0.40 -1.66 -3.92
H 0.78 2.81 2.97
H 0.61 1.46 -5.94
H -0.27 3.79 0.28
H 3.45 1.90 -1.02
H 0.17 2.98 -1.24
H -3.65 7.11 1.40
H 2.12 3.83 2.35
H -3.29 2.01 3.63
H -0.42 -4.70 -0.54
H -3.56 3.16 5.80
H -0.51 0.16 -2.47
H -4.63 5.82 0.69
H -2.88 5.76 0.55
H 0.29 2.51 -3.49
H 2.14 -5.35 -0.35
H -3.48 -3.46 1.18
H 3.44 -4.42 -2.08
H 3.36 -0.92 -0.62
H 1.89 2.35 -4.18
H 3.97 1.46 0.63
H -0.65 0.88 -4.89
H -3.88 6.95 3.79
H 2.12 -0.38 -5.03
H -3.66 -2.76 -0.41
H 3.23 -1.49 -2.28
H 3.74 3.16 0.20
H -0.35 -3.23 -2.59
H 5.16 -2.63 -1.68
H -1.78 -1.22 -1.28
H 1.50 1.45 -1.75
H 2.48 0.51 -2.83
H -2.48 -5.42 0.39
H 1.27 -2.04 -3.56
H 2.52 -2.72 1.11
H 0.72 -1.00 -5.88
H 1.03 -3.59 0.79
H -2.07 -3.09 -2.54
```

multiplicity = 2
expectation value of S² = 0.77
total energy = -200685.85292 eV
E_HOMO (spin up / spin down) = -0.548 / -0.548 hartree
F_max = 0.74 eV/Å
ΔE to the lowest compared entry with this formula, charge and spin = 0.0 kJ/mol
total charge = +2

=====

(4)
The following is a DFT calculation (ωB97M-V with the def2-TZVPD basis set) of a structure of composition C30H35GeHfN7O14Se.

Structure (XYZ):
```
89
C30H35GeHfN7O14Se | the OMol25 dataset | ωB97M-V with the def2-TZVPD basis set
Hf -0.30 0.37 0.45
Se -1.33 -0.41 -2.88
Ge 0.85 3.03 1.05
O -1.04 -1.96 -0.26
O 2.89 -2.90 0.33
O 1.44 -1.31 0.37
O 0.36 -7.22 -3.13
O 0.07 -0.54 2.33
O -2.10 0.73 -0.61
O 1.63 1.30 1.19
O 2.31 -6.32 -2.98
O -0.35 -1.80 4.13
O -3.29 -3.30 -2.38
O -4.04 -0.07 -1.40
O -3.30 -3.93 -0.30
O -0.83 2.10 1.56
O 0.36 2.32 -0.64
N -2.78 -3.72 -1.37
N -0.42 -1.29 -4.10
N 2.44 -0.56 -2.04
N 1.12 -6.36 -2.79
N -2.25 -0.55 1.51
N 0.14 -0.13 -1.86
N 1.82 -2.44 0.06
C -2.11 -1.28 2.61
C -4.48 -1.33 1.25
C -1.43 1.99 3.91
C -4.36 -2.04 2.44
C 2.87 0.09 2.91
C 1.43 -4.38 -1.35
C 0.54 -5.22 -2.05
C 0.90 -3.30 -0.71
C 0.90 2.63 -3.00
C -0.51 -2.98 -0.74
C 2.96 1.11 1.79
C -1.34 -3.95 -1.42
C 1.90 -1.92 -4.50
C 3.15 -1.84 -3.98
C -1.41 4.17 2.71
C 1.17 -0.66 -2.52
C -0.84 -5.04 -2.09
C -1.34 3.32 -2.06
C -3.15 -2.03 3.12
C 3.47 2.43 2.35
C 3.91 0.65 0.69
C 3.37 -1.13 -2.76
C -0.69 -1.24 3.12
C 0.72 4.58 -1.50
C -1.70 2.68 2.58
C -3.15 2.51 2.13
C -3.24 0.08 -0.51
C -3.38 -0.60 0.82
C 0.85 -1.30 -3.75
C 0.15 3.20 -1.79
H 1.68 -2.41 -5.43
H 3.87 1.33 -0.16
H -1.51 4.68 1.75
H -2.12 4.62 3.40
H -5.19 -2.62 2.81
H -2.00 2.49 4.70
H 2.20 0.43 3.70
H 2.83 2.82 3.14
H -2.99 -2.61 4.03
H -1.74 0.95 3.89
H 1.79 4.54 -1.26
H -1.47 -5.74 -2.61
H -5.37 -1.35 0.64
H -3.80 3.13 2.75
H 1.89 2.29 -2.70
H -3.48 1.48 2.23
H 4.38 -1.04 -2.38
H 4.92 0.64 1.08
H 0.20 5.07 -0.67
H 4.46 2.26 2.77
H 2.50 -0.87 2.56
H -1.78 2.38 -2.38
H 3.86 -0.06 3.33
H -0.37 2.04 4.17
H -1.51 4.06 -2.84
H -3.26 2.82 1.10
H 0.60 5.21 -2.38
H -1.86 3.65 -1.16
H 1.01 3.40 -3.76
H 3.57 3.20 1.58
H 4.00 -2.28 -4.49
H -0.41 4.37 3.10
H 3.67 -0.35 0.33
H 0.37 1.80 -3.46
H 2.49 -4.59 -1.32
```

multiplicity = 2
expectation value of S² = 0.79
total energy = -193934.77022 eV
E_HOMO (spin up / spin down) = -0.418 / -0.418 hartree
F_max = 1.33 eV/Å
ΔE to the lowest compared entry with this formula, charge and spin = 138.5 kJ/mol
total charge = +1